Entry 1:
Density functional theory data (ωB97M-V with the def2-TZVPD basis set) for an isolated ion of composition C7H5O4 and charge -1 in a non-equilibrium geometry.

Geometry as ORCA input:
```
! wB97M-V def2-TZVPD RIJCOSX def2/J DEFGRID3
* xyz -1 1
C -3.406 0.328 -0.104
C -2.140 -0.001 -0.013
O -1.550 -1.214 0.025
C -0.158 -1.180 0.094
O 0.486 -2.210 0.209
C 0.330 0.181 0.117
C 1.710 0.588 0.065
C 2.791 -0.489 -0.041
O 2.073 1.762 0.047
C -0.749 1.103 0.080
O -0.895 2.335 0.044
H -4.109 -0.479 -0.123
H -3.539 1.423 -0.111
H 3.240 -0.337 -1.034
H 2.419 -1.500 0.078
H 3.498 -0.309 0.667
*
```

## Properties
SMILES string: C=C1OC(=O)/C(=C(\C)[O-])C1=O
HOMO-LUMO gap: 8.55 eV
Electronic energy: -570.752666 a.u.
HOMO level: -4.716 eV
ΔE to the lowest compared entry with this formula, charge and spin: 0.000 eV
E_LUMO: 3.83 eV

---

Entry 2:
Density functional theory data (ωB97M-V with the def2-TZVPD basis set) for C20H31GeN3Pd as an isolated structure in a non-equilibrium geometry.

Geometry as ORCA input:
```
! wB97M-V def2-TZVPD RIJCOSX def2/J DEFGRID3
* xyz 0 3
Pd 0.043 -0.336 0.000
C 2.814 -0.501 1.212
N 2.269 0.108 0.000
C 2.814 -0.501 -1.211
C 2.418 1.553 0.000
C 3.704 2.062 0.000
C 3.956 3.420 -0.001
C 2.865 4.268 -0.002
C 1.578 3.777 -0.002
C 1.269 2.398 -0.001
N 0.029 1.819 0.000
C -1.221 2.376 0.001
C -1.556 3.749 0.002
C -2.851 4.217 0.002
C -3.926 3.350 0.001
C -3.650 1.997 0.000
C -2.355 1.512 0.000
N -2.191 0.070 0.000
C -2.738 -0.533 -1.213
C -2.738 -0.533 1.212
H 3.895 -0.338 1.319
H 2.637 -1.581 1.188
H 2.307 -0.068 2.080
H 3.895 -0.338 -1.318
H 2.307 -0.069 -2.079
H 2.637 -1.581 -1.186
H 4.538 1.374 0.000
H 4.967 3.804 -0.001
H 3.005 5.341 -0.003
H 0.804 4.516 -0.004
H -0.797 4.502 0.004
H -3.012 5.286 0.003
H -4.943 3.712 0.001
H -4.472 1.295 0.000
H -3.822 -0.390 -1.299
H -2.529 -1.606 -1.211
H -2.253 -0.075 -2.081
H -3.822 -0.390 1.298
H -2.253 -0.076 2.080
H -2.529 -1.607 1.210
C 1.781 -5.061 0.000
Ge -0.108 -4.383 0.000
C -1.040 -4.954 1.661
C -1.040 -4.954 -1.661
C -0.086 -2.478 0.000
H 1.822 -6.144 0.000
H 2.308 -4.701 0.879
H 2.308 -4.701 -0.879
H -1.081 -6.033 1.760
H -2.058 -4.577 1.678
H -0.526 -4.558 2.533
H -1.081 -6.033 -1.760
H -0.526 -4.558 -2.533
H -2.058 -4.577 -1.678
H 0.145 -1.942 -0.951
H 0.144 -1.941 0.950
*
```

## Properties
HOMO-LUMO gap (alpha / beta): 7.04 / 5.79 eV
Electronic energy: -3149.624747 a.u.
HOMO level (alpha / beta): -6.490 / -6.422 eV
ΔE to the lowest compared entry with this formula, charge and spin: 0.814 eV
E_LUMO (alpha / beta): 0.55 / -0.63 eV

---

Entry 3:
Density functional theory data (ωB97M-V with the def2-TZVPD basis set) for one molecule with the formula C3H7NO2S2 in a non-equilibrium geometry.

Geometry as ORCA input:
```
! wB97M-V def2-TZVPD RIJCOSX def2/J DEFGRID3
* xyz 0 1
O 1.361 -2.113 0.622
S 0.992 -0.872 -0.023
O 1.232 -0.754 -1.423
N 1.707 0.489 0.798
S 2.099 1.761 -0.302
C -0.869 -0.677 0.314
C -1.306 0.631 -0.162
C -1.847 -0.623 -0.763
H 2.391 0.088 1.435
H 2.196 2.702 0.705
H -1.201 -1.025 1.332
H -0.472 1.191 -0.802
H -1.989 1.231 0.379
H -2.848 -1.104 -0.404
H -1.446 -0.925 -1.707
*
```

## Properties
SMILES string: O=S(=O)(NS)C1CC1
HOMO-LUMO gap: 9.85 eV
Electronic energy: -1120.015577 a.u.
HOMO level: -9.357 eV
ΔE to the lowest compared entry with this formula, charge and spin: 3.393 eV
E_LUMO: 0.49 eV

---

Entry 4:
Density functional theory data (ωB97M-V with the def2-TZVPD basis set) for C35H57F2N3O33S2Si2 as an isolated structure in a non-equilibrium geometry.

Geometry as ORCA input:
```
! wB97M-V def2-TZVPD RIJCOSX def2/J DEFGRID3
* xyz 0 1
N -1.105 2.319 -0.763
C -2.292 3.020 -1.419
N -3.179 1.878 -1.960
N -3.091 3.673 -0.312
C -1.888 4.009 -2.663
Si -1.084 5.682 -2.151
C 0.869 5.533 -1.997
C 1.388 5.422 -0.446
C 2.938 4.797 -0.402
F 3.892 5.546 -1.256
O -1.709 6.390 -0.669
Si -3.130 7.385 -0.946
S -4.098 7.100 -2.854
S -4.613 6.819 0.581
O -5.211 8.141 1.124
O -3.948 5.980 1.726
F -5.828 5.809 -0.146
H -0.199 2.591 -1.204
H -1.105 2.432 0.274
H -3.906 1.612 -1.234
H -3.722 2.191 -2.794
H -3.425 2.989 0.404
H -3.967 4.085 -0.742
H -2.878 4.222 -3.288
H -1.170 3.434 -3.425
H -1.286 6.606 -3.297
H 1.297 4.707 -2.722
H 1.289 6.567 -2.419
H 0.701 4.746 0.246
H 1.484 6.536 -0.033
H 2.941 3.655 -0.686
H 3.318 4.914 0.712
H -2.838 8.818 -0.738
H -3.385 7.876 -3.819
C -1.375 -0.941 -2.648
C -0.830 -1.400 -1.334
O -1.293 -2.734 -1.238
C -1.527 -3.165 -2.511
O -1.773 -4.321 -2.812
O -1.450 -2.135 -3.404
H -0.723 -0.213 -3.137
H -2.380 -0.516 -2.558
H 0.265 -1.403 -1.314
H -1.199 -0.800 -0.498
C -7.516 4.446 -5.519
C -6.633 5.367 -4.741
O -5.618 4.510 -4.253
C -5.572 3.433 -5.090
O -4.701 2.579 -5.066
O -6.626 3.436 -5.957
H -7.988 4.943 -6.371
H -8.293 3.988 -4.898
H -6.174 6.137 -5.370
H -7.162 5.852 -3.915
C 7.934 5.185 -2.321
C 6.744 4.485 -2.891
O 7.316 3.507 -3.738
C 8.579 3.272 -3.277
O 9.297 2.366 -3.665
O 8.933 4.182 -2.323
H 7.755 5.552 -1.306
H 8.269 6.019 -2.947
H 6.146 3.982 -2.123
H 6.097 5.160 -3.459
C 1.167 -5.902 -2.445
C 1.418 -7.296 -1.968
O 2.608 -7.171 -1.213
C 2.689 -5.869 -0.811
O 3.499 -5.446 -0.003
O 1.746 -5.102 -1.432
H 0.100 -5.684 -2.550
H 1.668 -5.688 -3.395
H 0.621 -7.664 -1.314
H 1.554 -8.000 -2.793
C 3.436 -5.557 3.634
C 4.205 -4.283 3.766
O 3.465 -3.554 4.727
C 2.765 -4.466 5.464
O 2.154 -4.202 6.486
O 2.839 -5.710 4.908
H 4.079 -6.410 3.402
H 2.645 -5.492 2.879
H 5.219 -4.444 4.148
H 4.264 -3.732 2.823
C -0.682 -4.950 8.345
C 0.476 -5.893 8.278
O 0.257 -6.757 9.377
C -1.080 -6.717 9.652
O -1.646 -7.468 10.429
O -1.701 -5.729 8.944
H -0.992 -4.600 7.357
H -0.479 -4.083 8.982
H 0.479 -6.486 7.357
H 1.437 -5.380 8.374
C 5.224 -10.017 5.572
C 5.061 -10.248 4.105
O 5.047 -8.939 3.568
C 5.697 -8.137 4.462
O 6.018 -6.981 4.244
O 5.941 -8.798 5.631
H 5.784 -10.820 6.060
H 4.265 -9.889 6.084
H 5.903 -10.799 3.672
H 4.132 -10.775 3.867
C -6.732 0.038 -7.663
C -7.365 -1.130 -6.979
O -8.580 -0.599 -6.485
C -8.883 0.484 -7.258
O -9.946 1.081 -7.221
O -7.841 0.812 -8.078
H -6.125 -0.261 -8.522
H -6.117 0.637 -6.984
H -7.592 -1.948 -7.671
H -6.750 -1.517 -6.162
C 5.233 8.704 0.536
C 5.832 7.489 -0.095
O 6.946 8.003 -0.799
C 7.290 9.178 -0.194
O 8.309 9.804 -0.434
O 6.346 9.559 0.716
H 4.756 8.483 1.495
H 4.508 9.200 -0.117
H 6.185 6.764 0.646
H 5.138 6.990 -0.777
C -3.049 -6.030 5.978
C -4.199 -6.143 5.031
O -4.498 -4.795 4.719
C -3.360 -4.074 4.944
O -3.208 -2.909 4.620
O -2.416 -4.829 5.579
H -2.360 -6.876 5.899
H -3.373 -5.930 7.019
H -3.931 -6.668 4.108
H -5.064 -6.637 5.483
*
```

## Properties
HOMO-LUMO gap: 7.98 eV
Electronic energy: -5590.195169 a.u.
HOMO level: -9.175 eV
E_LUMO: -1.19 eV

---

Entry 5:
Density functional theory data (ωB97M-V with the def2-TZVPD basis set) for C45H38Cl2F9IrN3P as an isolated structure.

Geometry as ORCA input:
```
! wB97M-V def2-TZVPD RIJCOSX def2/J DEFGRID3
* xyz 1 2
Ir 0.131 -0.490 -0.653
C 3.540 2.459 2.528
C 4.426 1.406 3.133
C 5.007 1.595 4.382
C 5.841 0.638 4.944
C 6.111 -0.537 4.263
C 5.529 -0.753 3.023
C 4.696 0.206 2.467
N 4.113 -0.048 1.181
C 2.776 -0.168 0.973
N 2.039 -0.482 2.065
C 0.702 -0.087 2.305
C -0.238 0.043 1.280
C -1.494 0.562 1.620
C -1.822 0.864 2.929
C -0.898 0.642 3.940
C 0.373 0.177 3.646
C 1.381 -0.036 4.745
N 2.226 -0.024 -0.203
C 3.022 0.609 -1.218
C 3.071 2.002 -1.245
C 3.784 2.670 -2.227
C 4.456 1.941 -3.199
C 4.425 0.558 -3.159
C 3.722 -0.132 -2.173
C 3.748 -1.633 -2.145
H 3.621 3.391 3.084
H 2.487 2.157 2.537
H 3.817 2.655 1.492
H 4.812 2.517 4.916
H 6.285 0.816 5.915
H 6.760 -1.287 4.694
H 5.717 -1.667 2.474
H 4.674 0.123 0.360
H 2.585 -0.687 2.888
H -2.236 0.700 0.845
H -2.803 1.255 3.163
H -1.158 0.849 4.970
H 0.940 0.191 5.713
H 2.262 0.602 4.625
H 1.732 -1.073 4.783
H 2.538 2.555 -0.482
H 3.818 3.752 -2.231
H 5.011 2.448 -3.977
H 4.962 -0.012 -3.909
H 4.139 -2.032 -3.079
H 2.751 -2.042 -1.990
H 4.390 -1.997 -1.337
Cl 0.698 0.682 -3.812
C 0.233 2.185 -3.044
Cl -0.105 1.981 -1.284
H -0.679 2.557 -3.494
H 1.052 2.892 -3.115
F 3.092 -5.770 -5.299
C 1.775 -5.944 -5.090
F 1.571 -7.258 -4.922
F 1.139 -5.570 -6.207
C 1.318 -5.156 -3.889
C 0.680 -3.937 -4.051
C 0.321 -3.200 -2.933
C 0.594 -3.678 -1.654
C 1.216 -4.918 -1.505
C 1.580 -5.654 -2.619
P 0.083 -2.682 -0.217
C -1.544 -3.365 0.238
C -2.001 -4.561 -0.310
C -3.225 -5.082 0.079
C -3.994 -4.411 1.017
C -3.551 -3.219 1.568
C -2.331 -2.695 1.173
C -5.326 -4.999 1.408
F -6.170 -5.017 0.363
F -5.915 -4.305 2.391
F -5.191 -6.266 1.829
C 1.172 -3.238 1.133
C 2.535 -3.405 0.892
C 3.393 -3.746 1.921
C 2.893 -3.908 3.207
C 1.540 -3.753 3.458
C 0.679 -3.427 2.418
C 3.841 -4.220 4.335
F 4.416 -3.091 4.800
F 4.834 -5.029 3.937
F 3.223 -4.803 5.367
H 0.466 -3.564 -5.043
H -0.174 -2.244 -3.059
H 1.417 -5.316 -0.519
H 2.062 -6.615 -2.503
H -1.416 -5.093 -1.047
H -3.580 -6.010 -0.351
H -4.156 -2.698 2.296
H -1.997 -1.756 1.594
H 2.932 -3.270 -0.104
H 4.447 -3.897 1.725
H 1.152 -3.900 4.457
H -0.376 -3.322 2.628
C -1.605 -0.723 -1.441
H -2.248 -1.600 -1.438
H -2.064 0.118 -1.966
*
```

## Properties
HOMO-LUMO gap (alpha / beta): 7.40 / 7.35 eV
Electronic energy: -4166.637859 a.u.
HOMO level (alpha / beta): -10.081 / -10.921 eV
ΔE to the lowest compared entry with this formula, charge and spin: 0.659 eV
E_LUMO (alpha / beta): -2.68 / -3.57 eV